[1]
{
  "formula": "C59H50N2O17",
  "method": "the ωB97M-V functional and the def2-TZVPD basis",
  "elements": ["C", "O", "C", "C", "C", "C", "C", "C", "N", "C", "C", "C", "C", "C", "C", "C", "O", "C", "C", "O", "N", "C", "H", "H", "H", "H", "H", "H", "H", "H", "H", "H", "H", "H", "H", "H", "H", "H", "H", "H", "H", "H", "H", "H", "C", "C", "C", "O", "C", "C", "C", "O", "H", "H", "H", "H", "C", "C", "C", "O", "C", "C", "C", "O", "H", "H", "H", "H", "C", "C", "C", "O", "C", "C", "C", "O", "H", "H", "H", "H", "C", "C", "C", "O", "C", "C", "C", "O", "H", "H", "H", "H", "C", "C", "C", "O", "C", "C", "C", "O", "H", "H", "H", "H", "C", "C", "C", "O", "C", "C", "C", "O", "H", "H", "H", "H", "C", "C", "C", "O", "C", "C", "C", "O", "H", "H", "H", "H"],
  "xyz": [[1.91847, -3.07210, -0.54386], [2.01523, -1.71772, -0.08788], [3.15701, -1.05059, -0.63156], [2.80910, 0.15937, -1.61053], [3.65890, 1.41165, -1.48875], [3.36745, 2.55518, -2.39537], [2.30401, 2.45129, -3.37293], [1.43379, 1.23240, -3.52788], [0.46502, 1.29077, -4.52346], [-0.24788, 0.13891, -4.49350], [-0.06197, -1.02143, -3.57380], [-1.00107, -2.28391, -3.62094], [-2.45366, -1.98197, -4.14435], [-3.16679, -0.73247, -3.47863], [-2.83270, -0.50014, -1.95391], [-2.08984, 0.88830, -1.76123], [-2.35809, 1.44104, -0.43413], [-1.58423, 2.60167, -0.24591], [-0.04917, 2.46163, 0.11251], [-2.07139, 3.69839, -0.31471], [0.92621, -1.05014, -2.64766], [1.69614, 0.10793, -2.61659], [0.82354, -3.35026, -0.55848], [2.47640, -3.80579, 0.10056], [2.25525, -3.16771, -1.61852], [3.74976, -0.66519, 0.25182], [3.82832, -1.80201, -1.15164], [4.49335, 1.47389, -0.75465], [3.97191, 3.49723, -2.37169], [2.13860, 3.34962, -4.02506], [-1.08532, 0.05737, -5.23825], [-1.02479, -2.69517, -2.57319], [-0.47431, -3.06522, -4.24355], [-2.49309, -1.94836, -5.27425], [-3.07937, -2.88713, -3.87251], [-4.27647, -0.88796, -3.59702], [-2.93608, 0.15846, -4.13461], [-3.81933, -0.36599, -1.42151], [-2.28005, -1.33553, -1.45763], [-2.41052, 1.65192, -2.52103], [-0.97266, 0.79544, -1.83774], [0.33904, 1.50946, -0.34253], [0.03134, 2.35017, 1.22427], [0.55172, 3.33161, -0.24246], [-8.60492, 2.82737, -2.06496], [-7.85777, 2.14517, -2.93093], [-6.74788, 1.28125, -2.46956], [-6.06329, 0.65982, -3.26013], [-6.50209, 1.20293, -1.01083], [-7.24982, 1.88499, -0.14637], [-8.35928, 2.74907, -0.60786], [-9.04502, 3.37125, 0.18166], [-9.41945, 3.46386, -2.38285], [-8.02339, 2.18985, -3.99870], [-5.68707, 0.56621, -0.69175], [-7.08398, 1.84045, 0.92282], [6.84368, -0.67467, -1.34598], [7.61838, -1.34540, -2.19787], [8.74932, -2.17550, -1.72262], [9.45422, -2.78478, -2.50026], [8.98690, -2.23378, -0.26296], [8.21522, -1.56307, 0.58838], [7.08717, -0.73351, 0.11281], [6.38242, -0.12127, 0.89358], [6.00591, -0.06707, -1.66528], [7.45871, -1.31616, -3.26846], [9.81632, -2.84622, 0.06746], [8.37490, -1.59213, 1.65908], [5.09758, -7.05628, -1.49585], [4.95755, -8.33805, -1.16253], [4.55283, -8.73621, 0.20521], [4.42681, -9.90376, 0.51054], [4.30844, -7.65434, 1.18693], [4.44861, -6.37285, 0.85319], [4.85323, -5.97530, -0.51438], [4.97920, -4.80624, -0.81978], [5.39334, -6.74667, -2.49033], [5.13145, -9.14110, -1.86763], [4.01272, -7.96362, 2.18148], [4.27477, -5.56939, 1.55836], [-11.69921, -0.97577, -2.09034], [-11.18373, 0.22555, -2.34449], [-10.85347, 0.64245, -3.72622], [-10.38087, 1.73807, -3.95782], [-11.11920, -0.32548, -4.81408], [-11.63474, -1.52696, -4.56046], [-11.96540, -1.94471, -3.17867], [-12.43687, -3.03830, -2.94668], [-11.94624, -1.29810, -1.08668], [-10.98365, 0.94626, -1.56095], [-10.87196, -0.00277, -5.81760], [-11.83484, -2.24728, -5.34364], [5.59942, -2.03558, 4.63984], [6.37134, -2.70858, 3.78882], [7.49900, -3.53977, 4.26662], [8.20436, -4.15170, 3.48959], [7.73522, -3.59601, 5.72748], [6.96341, -2.92323, 6.57905], [5.83543, -2.09175, 6.10036], [5.12977, -1.47891, 6.87728], [4.77112, -1.42213, 4.30766], [6.21248, -2.67930, 2.71771], [8.56370, -4.20924, 6.05890], [7.12213, -2.95225, 7.65001], [5.95295, 1.68220, 7.16946], [6.58021, 0.99685, 8.12358], [7.47119, 1.67160, 9.09441], [8.04526, 1.04684, 9.96367], [7.63706, 3.13768, 8.96503], [7.00991, 3.82312, 8.01090], [6.11844, 3.14792, 7.03963], [5.54496, 3.77278, 6.17084], [5.29839, 1.20467, 6.45130], [6.46911, -0.07377, 8.23256], [8.29167, 3.61427, 9.68390], [7.12019, 4.89472, 7.90123], [-8.45408, 7.21925, -0.45087], [-7.83801, 6.50735, 0.49117], [-6.92402, 7.14881, 1.46377], [-6.36048, 6.50096, 2.32171], [-6.72293, 8.61184, 1.34932], [-7.33918, 9.32319, 0.40711], [-8.25325, 8.68145, -0.56542], [-8.81700, 9.33034, -1.42362], [-9.12498, 6.76692, -1.17045], [-7.97480, 5.43788, 0.58865], [-6.05211, 9.06406, 2.06892], [-7.20316, 10.39289, 0.30857]],
  "lowdin_charge": [-0.132, -0.211, -0.178, -0.052, -0.017, -0.079, -0.016, -0.208, 0.126, -0.064, -0.208, -0.143, -0.206, -0.200, -0.120, -0.160, -0.064, -0.474, 0.021, 0.114, 0.167, -0.154, 0.088, 0.076, 0.087, 0.121, 0.122, 0.091, 0.100, 0.107, 0.116, 0.102, 0.122, 0.112, 0.112, 0.091, 0.099, 0.095, 0.114, 0.139, 0.094, 0.064, 0.094, 0.090, 0.007, 0.014, -0.360, 0.099, 0.034, 0.033, -0.384, 0.084, 0.121, 0.119, 0.108, 0.127, 0.023, 0.033, -0.383, 0.110, 0.032, 0.018, -0.382, 0.085, 0.098, 0.125, 0.126, 0.113, 0.023, 0.023, -0.387, 0.111, 0.024, 0.017, -0.388, 0.087, 0.123, 0.124, 0.123, 0.118, 0.028, 0.029, -0.367, 0.077, 0.027, 0.024, -0.386, 0.112, 0.125, 0.120, 0.123, 0.124, 0.034, 0.019, -0.388, 0.101, 0.025, 0.026, -0.378, 0.089, 0.128, 0.113, 0.124, 0.125, 0.025, 0.021, -0.385, 0.103, 0.018, 0.019, -0.386, 0.107, 0.115, 0.099, 0.121, 0.121, 0.025, 0.028, -0.382, 0.110, 0.020, 0.018, -0.390, 0.101, 0.120, 0.096, 0.121, 0.121],
  "energy_ev": -99770.38664,
  "e_homo_ev": -8.734,
  "smiles": "COCc1cccc2ncc(CCCCCOC(C)=O)nc12.O=C1C=CC(=O)C=C1.O=C1C=CC(=O)C=C1.O=C1C=CC(=O)C=C1.O=C1C=CC(=O)C=C1.O=C1C=CC(=O)C=C1.O=C1C=CC(=O)C=C1.O=C1C=CC(=O)C=C1",
  "largest_force_ev_per_a": 4.12,
  "gap_ev": 6.810,
  "charge": 0,
  "e_lumo_ev": -1.924
}



[2]
{
  "formula": "C15H22N6O3",
  "method": "the ωB97M-V functional and the def2-TZVPD basis",
  "elements": ["O", "O", "O", "N", "C", "C", "C", "C", "C", "C", "C", "C", "C", "C", "N", "N", "N", "N", "N", "C", "C", "C", "C", "C", "H", "H", "H", "H", "H", "H", "H", "H", "H", "H", "H", "H", "H", "H", "H", "H", "H", "H", "H", "H", "H", "H"],
  "xyz": [[-1.11831, -5.06293, 2.46482], [-2.31049, -0.10552, -3.98037], [1.13526, 1.57587, -2.11428], [0.54555, -0.27131, 1.04948], [-0.39751, -4.62075, 3.34180], [-2.17279, -0.24878, -2.77179], [0.25168, 1.85364, -2.92093], [1.25442, 0.73434, 1.48258], [0.90570, -2.73957, 4.39270], [0.00793, -2.46449, 2.15227], [1.46888, -1.45838, 4.32945], [0.57193, -1.19075, 2.09433], [0.17574, -3.26601, 3.30218], [1.29674, -0.70405, 3.17157], [-0.12972, -5.51348, 4.34166], [1.71271, 0.53591, 2.76233], [0.59330, 2.09108, -4.19192], [1.49004, 1.82575, 0.68873], [-1.73577, 0.71868, -1.97006], [-2.49772, -1.57092, -2.11851], [-0.29476, 2.41288, -5.30865], [2.49638, 2.84308, 1.01086], [-1.35703, 3.02446, -1.32409], [-1.21641, 1.99483, -2.45237], [1.04213, -3.31692, 5.30159], [-0.54632, -2.82814, 1.29205], [2.03496, -1.05887, 5.16483], [-0.41425, -6.46779, 4.14163], [0.67463, -5.34225, 4.93157], [2.27733, 1.19039, 3.28844], [1.57546, 1.97882, -4.39050], [1.29711, 1.64553, -0.30474], [-1.59586, 0.49725, -0.99545], [-1.59773, -1.96626, -1.64961], [-2.85247, -2.26676, -2.87770], [-3.26841, -1.42338, -1.36494], [-0.78481, 3.37299, -5.13950], [0.27895, 2.47032, -6.23484], [-1.05279, 1.63361, -5.41852], [3.49481, 2.39605, 1.06218], [2.26868, 3.32052, 1.96924], [2.50414, 3.61695, 0.23647], [-0.97285, 3.98796, -1.65892], [-0.79757, 2.70189, -0.44647], [-2.40733, 3.13492, -1.05376], [-1.83352, 2.32960, -3.28485]],
  "lowdin_charge": [0.038, 0.038, 0.023, 0.160, -0.515, -0.544, -0.424, -0.389, -0.042, 0.066, -0.014, -0.229, -0.145, -0.209, 0.145, 0.171, 0.045, 0.006, 0.108, 0.008, -0.062, -0.081, -0.024, -0.257, 0.098, 0.120, 0.104, 0.113, 0.084, 0.156, 0.144, 0.071, 0.138, 0.083, 0.085, 0.083, 0.084, 0.087, 0.076, 0.079, 0.074, 0.084, 0.087, 0.064, 0.087, 0.129],
  "energy_ev": -30997.59833,
  "e_homo_ev": -7.807,
  "smiles": "CNc1nc2cc(C(N)=O)ccc2[nH]1.CNC(=O)[C@H](C)NC(C)=O",
  "largest_force_ev_per_a": 2.03,
  "gap_ev": 8.404,
  "e_above_lowest_kj_mol": 0.00,
  "charge": 0,
  "e_lumo_ev": 0.597
}